(1)
DFT (ωB97M-V with the def2-TZVPD basis set) results for a 2-piece molecular cluster, C2H9NO overall.

Calculated values
Multiplicity   1
LUMO level   0.03993 Eh
Energy above the lowest of the compared OMol25 structures with the same formula, charge and spin   146.9 kJ/mol
Max |F|   2.33 eV/A
Kohn-Sham gap   0.390 Ha

```
13
Properties=species:S:1:pos:R:3:forces:R:3
C -2.778817 1.891200 1.845717 0.2 -1.3 -1.4
O -1.698261 1.726084 0.934734 0.5 1.1 -0.4
C -1.810480 0.861969 -0.202770 0.2 0.8 1.3
H -3.716411 2.047290 1.180209 0.8 -1.1 1.7
H -2.593626 1.019107 2.587751 -1.7 1.3 -0.9
H -2.647949 2.841020 2.343496 0.3 0.1 0.3
H -1.020669 0.146101 0.008154 -0.1 -0.5 -0.8
H -2.788171 0.413001 -0.257423 -0.4 -0.5 0.0
H -1.650781 1.431183 -1.125508 0.2 -0.1 0.2
N 5.588988 -3.943151 -2.252145 0.2 1.8 0.7
H 5.876648 -3.111930 -2.792956 0.0 -0.6 -0.3
H 6.062944 -3.677876 -1.362173 -0.6 -0.7 -0.5
H 4.600803 -3.693970 -2.090559 0.4 -0.5 0.1
```
Positions in Å, forces in eV/Å.


(2)
DFT (ωB97M-V with the def2-TZVPD basis set) results for a 2-piece molecular cluster, C2H9NO overall.

Calculated values
Multiplicity   1
LUMO level   0.03463 Eh
Energy above the lowest of the compared OMol25 structures with the same formula, charge and spin   78.1 kJ/mol
Max |F|   2.38 eV/A
Kohn-Sham gap   0.379 Ha

```
13
Properties=species:S:1:pos:R:3:forces:R:3
N -1.484332 0.220940 1.125609 -0.3 0.9 -0.6
C -0.351472 0.942601 0.581153 0.1 -1.1 -0.1
O -0.706320 2.170876 0.017849 0.3 0.6 -0.6
H -1.273881 -0.711984 1.442196 0.1 0.1 0.2
H -1.875265 0.808517 1.841342 -0.3 -0.4 0.7
H 0.428916 1.124325 1.317746 0.2 0.2 0.3
H 0.090116 0.281246 -0.177260 -0.2 0.6 0.0
H -1.594263 2.502504 0.177041 -0.1 -0.7 0.3
C 1.324701 -1.498876 -1.201498 0.9 1.0 -2.0
H 2.325208 -1.055352 -1.200795 0.0 -0.1 0.5
H 0.941098 -1.648902 -0.210503 -0.2 -0.3 0.1
H 1.403004 -2.343461 -1.874768 -0.1 -0.8 0.5
H 0.772487 -0.792431 -1.838106 -0.4 0.0 0.7
```
Positions in Å, forces in eV/Å.


(3)
DFT (ωB97M-V with the def2-TZVPD basis set) results for a 3-piece molecular cluster, C2H9NO overall.

Calculated values
Multiplicity   1
LUMO level   0.03610 Eh
Energy above the lowest of the compared OMol25 structures with the same formula, charge and spin   282.4 kJ/mol
Max |F|   2.61 eV/A
Kohn-Sham gap   0.385 Ha

```
13
Properties=species:S:1:pos:R:3:forces:R:3
H -5.150740 -3.789392 -3.364137 -0.3 0.3 -0.2
H -5.621883 -3.350292 -3.757747 0.3 -0.3 0.2
C 0.685043 1.112306 0.141898 -1.7 -0.9 -0.7
C -0.102479 0.394135 -0.855427 0.2 -2.4 -1.0
O 0.214326 -0.282969 0.371397 1.0 1.9 0.0
H 1.702627 1.223587 -0.196896 0.3 0.0 0.6
H 0.230939 1.890647 0.736061 0.1 -0.1 0.3
H 0.495592 -0.033760 -1.665507 0.2 0.3 0.0
H -1.134479 0.238146 -1.172328 -0.2 1.3 0.7
N 2.248594 0.559890 2.608002 0.5 -0.5 0.6
H 2.945126 0.674787 1.902919 0.3 0.0 -0.4
H 1.949325 1.460486 2.935529 -0.5 -0.1 -0.1
H 1.538008 -0.097573 2.316231 -0.1 0.5 0.0
```
Positions in Å, forces in eV/Å.


(4)
DFT (ωB97M-V with the def2-TZVPD basis set) results for a 3-piece molecular cluster, C2H9NO overall.

Calculated values
Multiplicity   2
LUMO level (alpha / beta)   -0.33147 / -0.33262 Eh
<S²>   0.76
Charge   +1
Energy above the lowest of the compared OMol25 structures with the same formula, charge and spin   535.9 kJ/mol
Max |F|   3.73 eV/A
Kohn-Sham gap (alpha / beta)   0.189 / 0.177 Ha

```
13
Properties=species:S:1:pos:R:3:forces:R:3
N 1.589335 1.640841 -0.315517 -3.0 0.4 2.0
H 1.426694 2.602687 -0.697563 0.6 -1.6 -0.5
H 0.132723 0.179916 3.307488 0.1 0.0 0.0
H 1.475847 0.815440 -0.923738 0.3 1.4 -0.3
H 0.722228 1.609092 0.352486 2.2 -0.1 -1.2
C -0.893973 -0.811979 -1.250486 -3.0 -2.1 0.9
O 0.069961 -0.355596 -2.018263 1.0 0.4 -0.6
C -0.432984 -1.338105 0.043129 1.4 0.6 0.0
H -1.486956 0.114163 -0.845808 -0.1 -0.9 -0.6
H -1.647336 -1.643447 -1.717270 1.5 2.3 0.4
H -0.688963 -2.344942 0.339638 -0.5 -0.1 0.5
H 0.279789 -0.772767 0.687379 -0.3 -0.4 -0.6
H -0.546368 0.304692 3.038519 -0.1 0.0 0.0
```
Positions in Å, forces in eV/Å.


(5)
DFT (ωB97M-V with the def2-TZVPD basis set) results for a 2-piece molecular cluster, C2H9NO2 overall.

Calculated values
Multiplicity   1
LUMO level   0.03280 Eh
Energy above the lowest of the compared OMol25 structures with the same formula, charge and spin   159.5 kJ/mol
Max |F|   5.28 eV/A
Kohn-Sham gap   0.357 Ha

```
14
Properties=species:S:1:pos:R:3:forces:R:3
N -0.855099 3.064852 0.228184 0.6 -3.0 -1.7
C 0.392409 2.348855 0.570244 -0.1 -0.6 1.3
C -0.018629 0.948418 1.275559 -1.0 -0.8 -5.1
O 1.088742 0.371919 1.837081 1.9 -1.5 2.0
H -1.694824 2.578575 -0.144971 1.4 0.7 0.6
H -0.940174 3.947666 0.604450 -0.6 1.7 0.7
H 0.749883 2.909149 1.497166 0.4 -0.4 -1.6
H 1.243281 2.235080 -0.310358 -2.3 0.3 2.3
H -0.388059 0.254778 0.336509 0.5 1.4 2.0
H -0.931245 1.159674 1.830289 0.3 -0.1 0.8
H 1.137164 -0.546944 2.273698 -1.2 2.3 -1.4
O 0.219317 -6.616916 -3.006411 -0.2 0.0 -0.1
H 0.677554 -6.079153 -3.651634 0.5 0.2 -0.1
H -0.680321 -6.575954 -3.339804 -0.3 -0.2 0.2
```
Positions in Å, forces in eV/Å.


(6)
DFT (ωB97M-V with the def2-TZVPD basis set) results for a 2-piece molecular cluster, C2H9NO2 overall.

Calculated values
Multiplicity   1
LUMO level   0.03500 Eh
Energy above the lowest of the compared OMol25 structures with the same formula, charge and spin   86.1 kJ/mol
Max |F|   2.08 eV/A
Kohn-Sham gap   0.393 Ha

```
14
Properties=species:S:1:pos:R:3:forces:R:3
N 4.059016 0.666473 1.022928 0.7 -1.1 0.4
C 4.206176 -0.670101 0.379180 -1.6 1.2 0.5
O 2.830048 -0.959660 0.052378 0.9 -0.5 -0.8
H 4.763555 0.857098 1.721344 0.1 0.2 -0.2
H 3.958354 1.419364 0.351312 0.3 -0.2 0.1
H 4.514992 -1.475034 1.073613 0.5 0.8 -0.1
H 4.859345 -0.615678 -0.513257 -0.7 -0.4 0.2
H 2.370391 -0.515982 0.773823 -0.1 0.0 0.0
C -5.465260 0.349890 -1.105782 0.3 -0.5 0.8
O -5.109886 0.260554 0.301754 -0.2 0.3 -0.9
H -6.304774 1.043233 -1.241413 0.2 -0.4 0.2
H -5.682249 -0.680137 -1.421428 -0.4 0.5 -0.4
H -4.605824 0.699880 -1.676550 0.0 0.2 -0.1
H -4.393882 -0.379899 0.282093 0.1 0.0 0.5
```
Positions in Å, forces in eV/Å.


(7)
DFT (ωB97M-V with the def2-TZVPD basis set) results for a 2-piece molecular cluster, C2H9NO2 overall.

Calculated values
Multiplicity   1
LUMO level   0.03056 Eh
Energy above the lowest of the compared OMol25 structures with the same formula, charge and spin   54.8 kJ/mol
Max |F|   2.31 eV/A
Kohn-Sham gap   0.360 Ha

```
14
Properties=species:S:1:pos:R:3:forces:R:3
N -1.046444 -0.722606 1.170626 0.5 0.0 0.7
C -0.183646 -1.293644 0.156654 -1.2 0.4 -1.4
C -0.635360 -0.984271 -1.286833 1.6 -1.2 -1.1
O -1.819949 -1.667758 -1.665896 -0.1 0.3 0.2
H -1.987519 -0.570764 0.840647 0.0 -0.1 -0.2
H -0.704612 0.136022 1.568219 0.1 0.1 -0.1
H -0.228982 -2.384274 0.227470 0.0 -0.2 0.0
H 0.877232 -1.069189 0.175282 0.1 0.5 0.8
H 0.232258 -1.296231 -1.927689 -0.5 -0.4 0.2
H -0.735935 0.018206 -1.674772 -0.4 0.7 0.9
H -1.701512 -2.594792 -1.452549 0.0 -0.2 0.0
O 2.427143 3.936969 1.430049 -0.6 -1.4 0.4
H 2.277030 4.874526 1.432093 0.7 0.5 -0.4
H 3.230298 3.617807 1.006699 -0.1 0.9 0.0
```
Positions in Å, forces in eV/Å.


(8)
DFT (ωB97M-V with the def2-TZVPD basis set) results for a 2-piece molecular cluster, C2H9NO2 overall.

Calculated values
Multiplicity   2
LUMO level (alpha / beta)   -0.13729 / -0.32552 Eh
<S²>   0.75
Charge   +1
Energy above the lowest of the compared OMol25 structures with the same formula, charge and spin   133.9 kJ/mol
Max |F|   2.80 eV/A
Kohn-Sham gap (alpha / beta)   0.423 / 0.232 Ha

```
14
Properties=species:S:1:pos:R:3:forces:R:3
C -0.916600 1.636016 -0.808937 -0.3 0.3 1.0
N -0.343554 1.164506 0.441068 2.1 0.5 -1.8
C 0.034346 -0.213625 0.620733 -1.8 -0.9 0.5
O -1.014135 -1.130087 0.511361 -0.2 0.5 -0.3
H -1.724256 0.983530 -1.080336 -0.4 -0.1 -0.4
H -0.109542 1.645458 -1.554393 0.1 -0.3 0.0
H -1.184332 2.682462 -0.674173 -0.4 0.0 -0.1
H 0.435224 1.783353 0.721302 -0.6 -0.1 0.6
H 0.669578 -0.488671 -0.239443 0.6 0.4 0.2
H 0.516173 -0.296533 1.588091 0.5 0.0 0.1
H -1.838454 -0.830285 0.928154 0.3 -0.1 0.2
H 2.195244 -1.840046 0.358335 0.3 -0.4 -0.1
H 1.183146 -2.708642 -0.378936 0.3 -0.3 -0.1
O 2.097158 -2.387441 -0.432821 -0.7 0.5 0.2
```
Positions in Å, forces in eV/Å.


(9)
DFT (ωB97M-V with the def2-TZVPD basis set) results for a 3-piece molecular cluster, C2H9NO3 overall.

Calculated values
Multiplicity   1
LUMO level   0.00869 Eh
Energy above the lowest of the compared OMol25 structures with the same formula, charge and spin   270.8 kJ/mol
Max |F|   5.72 eV/A
Kohn-Sham gap   0.363 Ha

```
15
Properties=species:S:1:pos:R:3:forces:R:3
N -2.272156 -0.239143 1.505322 -2.5 -2.4 1.1
C -0.922796 -0.016569 1.153708 3.8 -1.1 -0.7
C -0.906111 1.037961 0.093707 -5.3 -0.7 -2.0
O -1.557992 0.698325 -0.947927 3.4 2.1 2.6
H -2.404026 -0.750302 2.409606 0.7 1.0 -0.7
H -2.738479 -0.951847 0.879502 0.9 1.5 0.3
H -0.257210 0.373184 1.966652 -0.9 -0.7 -0.2
H -0.394125 -0.896877 0.623617 -0.6 0.8 1.1
H -0.867700 2.085759 0.544180 0.6 -0.6 -1.5
O 1.940671 -0.854539 -2.757132 -0.5 0.3 -0.2
H 2.003522 -0.655167 -3.698040 0.5 -0.1 -0.1
H 1.024132 -0.586279 -2.610337 0.0 -0.1 0.4
O 2.594124 0.520242 0.522743 0.5 1.5 0.5
H 2.196156 -0.293775 0.734178 -0.7 -1.7 0.6
H 2.561985 0.529028 -0.419781 0.2 0.1 -1.2
```
Positions in Å, forces in eV/Å.


(10)
DFT (ωB97M-V with the def2-TZVPD basis set) results for a 3-piece molecular cluster, C2H9NO4 overall.

Calculated values
Multiplicity   2
LUMO level (alpha / beta)   -0.18197 / -0.35961 Eh
<S²>   0.77
Charge   +1
Energy above the lowest of the compared OMol25 structures with the same formula, charge and spin   239.8 kJ/mol
Max |F|   3.88 eV/A
Kohn-Sham gap (alpha / beta)   0.302 / 0.125 Ha

```
16
Properties=species:S:1:pos:R:3:forces:R:3
O -3.656915 -1.869543 1.706950 1.1 1.5 -2.9
C -3.389540 -1.317764 0.635734 -1.1 -0.9 0.7
N -2.016608 -1.123608 0.234811 1.0 0.8 2.7
C -1.024339 -1.722654 1.206186 1.3 0.2 -3.7
O 0.205437 -1.152834 0.867545 -0.9 0.0 1.1
H -4.092993 -0.976614 -0.138289 -0.1 0.0 0.5
H -1.593038 -0.285388 -0.338769 -1.3 -2.0 0.8
H -1.351301 -1.814507 2.210904 -0.5 0.9 1.2
H -0.986664 -2.770550 0.921529 0.0 -0.6 -0.4
H 0.297356 -0.376650 1.435677 0.6 0.1 0.0
H 1.946115 -1.508070 -1.613521 0.1 0.5 0.4
H 3.382136 -1.867250 -1.123412 1.9 1.1 2.0
O 2.703240 -2.078795 -1.693575 -2.1 -1.6 -2.4
H 3.349280 6.343531 -2.264077 -0.2 0.1 1.3
H 3.111750 6.588334 -0.642878 0.2 -0.9 -2.1
O 3.116085 5.932368 -1.404810 0.0 0.8 0.8
```
Positions in Å, forces in eV/Å.


(11)
DFT (ωB97M-V with the def2-TZVPD basis set) results for a 2-piece molecular cluster, C2H9NOS overall.

Calculated values
Multiplicity   1
LUMO level   0.02711 Eh
Energy above the lowest of the compared OMol25 structures with the same formula, charge and spin   97.8 kJ/mol
Max |F|   3.10 eV/A
Kohn-Sham gap   0.353 Ha

```
14
Properties=species:S:1:pos:R:3:forces:R:3
N -3.073635 1.032123 -0.408450 1.9 2.5 -0.4
C -1.661384 0.821043 -0.839024 -1.3 -0.6 1.7
O -1.240750 -0.535372 -0.470322 -0.4 0.9 -1.9
H -3.106797 1.851480 0.186901 -0.4 -0.5 0.0
H -3.753775 0.351979 -0.179709 0.1 -1.0 0.1
H -1.005950 1.579654 -0.313155 -0.7 -1.1 -0.4
H -1.608147 1.057915 -1.898177 0.4 -0.7 -0.3
H -1.536705 -1.102268 -1.225198 0.5 0.6 1.0
C 1.262596 -0.629613 1.479680 1.7 -0.3 0.2
S 2.514813 -0.346778 0.109160 -2.1 -0.2 -0.1
H 0.784050 -1.605382 1.504848 0.6 -0.3 -0.2
H 0.453670 0.038390 1.437552 -0.8 1.2 -0.3
H 1.833362 -0.424344 2.402960 -0.4 -0.3 -0.4
H 1.537456 -0.289444 -0.884791 1.0 -0.1 0.8
```
Positions in Å, forces in eV/Å.


(12)
DFT (ωB97M-V with the def2-TZVPD basis set) results for one molecule with the formula C2H9NOSi.

Calculated values
Multiplicity   1
LUMO level   0.03163 Eh
Energy above the lowest of the compared OMol25 structures with the same formula, charge and spin   332.3 kJ/mol
Max |F|   5.56 eV/A
Kohn-Sham gap   0.358 Ha

```
14
Properties=species:S:1:pos:R:3:forces:R:3
C 0.176106 -1.142488 -0.821559 0.7 1.6 1.1
Si -0.051708 0.584837 0.005742 -0.4 -2.3 0.7
C -1.848686 0.597563 0.547564 -1.2 2.0 -5.0
O 0.990801 0.669301 1.288766 0.7 0.5 0.9
N 1.539796 -0.521474 1.852297 2.9 1.8 1.2
H 1.236860 -1.407242 -0.802650 -0.2 -0.2 0.3
H -0.443580 -1.812546 -0.198975 0.2 0.0 -0.9
H -0.065432 -1.010518 -1.856884 -0.8 -0.5 -0.6
H 0.427911 1.777872 -0.523734 0.1 1.5 -1.5
H -1.938639 0.219715 1.459059 -0.4 -1.7 4.2
H -2.344918 1.610463 0.539447 0.7 -0.9 0.1
H -2.509663 -0.041136 -0.135515 1.0 0.7 0.8
H 0.757810 -1.071781 1.880877 -2.0 -2.3 1.1
H 1.924269 -0.291869 2.844415 -1.4 -0.3 -2.3
```
Positions in Å, forces in eV/Å.


- The highest energy above the lowest of the compared OMol25 structures with the same formula, charge and spin belongs to which entry?
  number 4


- Number 10 is which compound?
  C2H9NO4


Repeat the seventh record exactly.
DFT (ωB97M-V with the def2-TZVPD basis set) results for a 2-piece molecular cluster, C2H9NO2 overall.

Calculated values
Multiplicity   1
LUMO level   0.03056 Eh
Energy above the lowest of the compared OMol25 structures with the same formula, charge and spin   54.8 kJ/mol
Max |F|   2.31 eV/A
Kohn-Sham gap   0.360 Ha

```
14
Properties=species:S:1:pos:R:3:forces:R:3
N -1.046444 -0.722606 1.170626 0.5 0.0 0.7
C -0.183646 -1.293644 0.156654 -1.2 0.4 -1.4
C -0.635360 -0.984271 -1.286833 1.6 -1.2 -1.1
O -1.819949 -1.667758 -1.665896 -0.1 0.3 0.2
H -1.987519 -0.570764 0.840647 0.0 -0.1 -0.2
H -0.704612 0.136022 1.568219 0.1 0.1 -0.1
H -0.228982 -2.384274 0.227470 0.0 -0.2 0.0
H 0.877232 -1.069189 0.175282 0.1 0.5 0.8
H 0.232258 -1.296231 -1.927689 -0.5 -0.4 0.2
H -0.735935 0.018206 -1.674772 -0.4 0.7 0.9
H -1.701512 -2.594792 -1.452549 0.0 -0.2 0.0
O 2.427143 3.936969 1.430049 -0.6 -1.4 0.4
H 2.277030 4.874526 1.432093 0.7 0.5 -0.4
H 3.230298 3.617807 1.006699 -0.1 0.9 0.0
```
Positions in Å, forces in eV/Å.